1.
A molecular structure, C3H2CuO3 in a non-equilibrium geometry. Source: the OMol25 dataset; level of theory: the ωB97M-V functional and the def2-TZVPD basis.

Calculated values
2S+1: 3
Charge: +1
HOMO-LUMO gap (spin up / spin down) in Ha: 0.28988 / 0.21734
LUMO (spin up / spin down) in eV: -5.9 / -7.7
Energy above the lowest of the compared OMol25 structures with the same formula, charge and spin in kJ/mol: 127.3

Geometry as XYZ:
```
9
Properties=species:S:1:pos:R:3:forces:R:3
Cu 2.3864 1.3184 -0.1187 0.5 0.1 0.0
O -2.0952 -0.5495 -0.2289 0.6 0.1 0.2
O 2.0575 -0.5560 -0.1024 0.4 0.2 0.0
O 0.6476 1.6950 -0.0039 1.0 1.0 0.5
C 0.0244 0.5304 0.1778 -1.2 -1.5 -1.5
C -1.3224 0.4733 -0.0132 -0.1 -0.5 0.5
C 0.8135 -0.6660 0.0085 -1.2 0.3 0.1
H -2.8414 -0.5990 0.3866 -0.3 0.1 0.0
H 0.3297 -1.6466 -0.1058 0.3 0.2 0.2
```
Forces are in eV/Å.

***

2.
C8H13N3S in the gas phase in a non-equilibrium geometry. Source: the OMol25 dataset; level of theory: the ωB97M-V functional and the def2-TZVPD basis.

Calculated values
Structure (SMILES): C/C(N=C=S)=C(C)/N=N/C(C)C
Charge: 0
HOMO-LUMO gap (spin up / spin down) in Ha: 0.28537 / 0.28538
LUMO (spin up / spin down) in eV: -0.4 / -0.4
Energy above the lowest of the compared OMol25 structures with the same formula, charge and spin in kJ/mol: 153.0

Geometry as XYZ:
```
25
Properties=species:S:1:pos:R:3:forces:R:3
S 3.5044 0.4257 -0.5722 1.9 -1.0 -0.3
N -0.4686 -0.1990 0.1312 2.1 -2.3 0.0
N 0.7473 -0.5641 -0.0111 -2.3 4.4 -0.3
N 1.3340 1.9096 -0.1703 -0.8 1.2 0.2
C -0.3117 3.5754 -0.0721 2.3 -1.0 -1.4
C 0.0065 2.1212 -0.0600 -0.2 -1.0 -0.2
C -0.1539 -2.5667 1.0019 1.3 2.1 1.5
C 0.9639 -1.8951 0.2137 1.9 -3.5 0.0
C -0.8809 1.0504 0.0485 -1.1 2.7 0.1
C -2.4262 1.0627 0.2409 1.6 -0.6 1.5
C 1.0459 -2.6025 -1.2571 1.8 3.2 3.1
C 2.0689 0.9327 -0.2751 -1.1 -0.9 0.1
H -2.8153 1.5798 1.1067 0.4 0.8 0.4
H -2.6131 0.0184 0.5764 -0.4 0.5 -1.2
H 0.3104 4.0613 -0.8575 -0.9 -0.5 -0.1
H -0.2088 -2.1475 2.0271 -0.2 0.2 -0.6
H 0.1657 4.0099 0.7525 0.1 0.7 1.8
H -0.1398 -3.5782 1.1706 0.9 -2.7 -0.1
H 1.8985 -2.2431 -1.7893 0.5 0.4 -0.5
H 0.1642 -2.3078 -1.7028 -1.9 0.2 -1.2
H -2.9427 1.4649 -0.5888 -0.7 -0.2 -1.1
H 1.9201 -1.8569 0.8410 -0.7 -0.8 -1.2
H 1.1753 -3.5855 -1.0690 0.0 -3.4 0.2
H -1.0184 -2.3741 0.4767 -2.2 0.5 -0.8
H -1.3255 3.7084 -0.1619 -2.3 0.9 -0.1
```
Forces are in eV/Å.

***

3.
2 unconnected molecules or ions with the total composition C5H14 in a non-equilibrium geometry. Source: the OMol25 dataset; level of theory: the ωB97M-V functional and the def2-TZVPD basis.

Calculated values
Structure (SMILES): CCC.CC
Charge: 0
HOMO-LUMO gap in Ha: 0.44890
LUMO in eV: 1.1
Energy above the lowest of the compared OMol25 structures with the same formula, charge and spin in kJ/mol: 62.1

Geometry as XYZ:
```
19
Properties=species:S:1:pos:R:3:forces:R:3
C 2.0202 -1.6672 0.2679 -1.0 1.8 -0.2
C 1.9612 -1.0089 -1.1357 0.5 -0.6 -0.1
C -2.2515 0.1416 0.9270 -1.2 0.4 -0.3
C -0.7554 2.0335 -0.0559 1.3 -0.8 -0.4
C -1.1470 0.5419 -0.0232 0.1 -0.2 -0.3
H 1.5123 -0.9937 0.9745 0.5 0.2 0.0
H 3.0699 -1.6600 0.5214 0.0 -1.0 0.6
H 2.9477 -0.6201 -1.4001 -0.1 0.2 0.2
H 1.7809 -1.7260 -1.9403 -0.4 0.0 0.1
H -1.3379 0.2237 -1.0553 -0.6 0.1 0.2
H -1.4644 2.7911 0.2592 -0.4 -0.2 0.0
H -0.4351 2.1947 -1.0881 -0.2 0.6 0.1
H 0.1664 2.1515 0.5204 -0.2 0.3 0.2
H -1.9539 0.1677 1.9719 0.1 0.0 0.1
H 1.2599 -0.1840 -1.1862 -0.2 -0.1 -0.2
H -3.1041 0.8251 0.8111 0.2 0.1 0.2
H -0.2652 -0.0521 0.2020 0.2 0.1 0.3
H 1.3951 -2.5430 0.4209 0.8 -0.6 -0.4
H -2.7132 -0.8231 0.7037 0.5 -0.2 0.1
```
Forces are in eV/Å.

***

4.
A molecular structure, C27H48FeNO14 in a non-equilibrium geometry. Source: the OMol25 dataset; level of theory: the ωB97M-V functional and the def2-TZVPD basis.

Calculated values
2S+1: 7
Charge: +1
HOMO-LUMO gap (spin up / spin down) in Ha: 0.24578 / 0.10076
LUMO (spin up / spin down) in eV: -3.6 / -7.6

Geometry as XYZ:
```
91
Properties=species:S:1:pos:R:3:forces:R:3
Fe -22.8523 8.4268 -26.7970 -3.4 1.3 1.0
O -26.1900 8.4772 -29.2533 0.4 -0.8 1.6
O -30.1775 13.8553 -24.8646 -0.2 -0.2 -0.1
O -28.8971 15.4189 -23.9785 0.3 1.6 -1.9
O -24.7042 9.4146 -30.5553 2.4 -1.0 2.3
O -24.4410 9.1787 -25.7674 2.6 -0.7 -1.4
O -26.6482 4.3287 -25.2584 1.1 -0.9 0.6
O -27.2723 2.4835 -26.4964 -0.5 3.5 1.2
O -28.3168 4.5323 -26.6276 -1.3 -3.2 -2.1
O -24.7250 13.2449 -29.4219 0.5 1.1 -1.5
O -29.6297 15.6768 -26.1313 0.3 -2.3 3.1
O -23.7258 15.3084 -29.5850 -1.0 -3.2 1.5
O -28.9323 7.8191 -18.3372 -0.7 -0.5 0.4
O -24.0835 8.4954 -28.5469 0.7 -0.2 -0.2
O -23.8250 14.1941 -27.6129 0.6 0.5 -2.0
N -28.2565 8.4674 -19.3267 0.4 1.5 -2.2
C -24.0472 14.3081 -28.9496 1.1 4.2 -1.2
C -29.8560 7.9405 -21.1195 0.3 0.4 0.7
C -29.5594 15.0061 -25.0960 -0.3 3.3 -2.8
C -29.8108 13.3972 -23.5748 1.1 -1.7 0.6
C -26.9188 8.7617 -30.4278 -0.2 0.4 -2.1
C -27.0603 9.1423 -18.8656 1.0 1.0 0.3
C -26.2201 9.1026 -21.3653 -1.3 1.1 0.3
C -24.9138 8.7140 -29.4124 -0.7 2.0 -0.7
C -27.4117 3.6464 -26.1440 0.6 -2.2 -1.1
C -25.6736 9.3384 -25.1661 -2.0 -1.8 -0.2
C -27.4867 10.3186 -17.9348 -0.5 -1.7 0.1
C -24.7996 12.2494 -28.4803 0.2 -0.4 1.5
C -27.5937 8.6711 -21.7648 -0.1 -1.2 0.0
C -25.8818 9.5968 -31.2394 -2.8 -0.5 -1.1
C -28.0597 6.4282 -20.7179 1.1 -2.0 0.8
C -28.3832 7.8728 -20.6874 -0.8 0.3 -0.6
C -29.3231 6.6326 -26.1033 0.2 -0.5 -1.2
C -26.4055 9.9164 -20.0496 2.9 -1.3 -0.5
C -28.0611 5.7990 -26.2732 0.3 2.5 2.5
C -26.9136 9.3067 -26.1155 0.8 1.3 -0.2
C -28.7036 14.3736 -23.1259 -1.3 -1.7 1.1
C -25.4563 13.3560 -26.2040 0.4 -1.5 0.2
C -27.2352 5.5657 -24.9912 -1.1 1.6 -0.5
C -26.0425 8.1798 -18.1110 -0.1 -0.2 -0.5
C -28.2284 9.5055 -30.1400 1.0 -1.1 0.7
C -24.2924 12.9511 -27.1874 -1.9 0.5 1.6
C -29.3976 11.9114 -23.7097 0.0 0.4 -0.8
H -28.0951 11.0040 -18.5248 0.4 0.3 0.1
H -25.4914 7.5228 -18.7839 -0.1 0.1 -0.5
H -28.3534 11.8096 -24.0051 0.6 0.3 0.9
H -27.8776 5.5362 -24.1111 -0.1 -0.3 0.1
H -29.0847 7.5878 -25.6354 -0.3 -0.2 0.3
H -28.7962 9.7080 -31.0481 0.3 0.3 0.1
H -25.5363 8.2537 -21.3534 -0.1 -0.2 1.0
H -29.5825 6.8315 -27.1431 -0.5 0.4 0.0
H -25.9166 8.4549 -24.5758 0.7 -0.3 0.6
H -25.8476 11.9498 -28.4718 0.1 -0.4 0.5
H -28.7667 5.8173 -20.1566 -0.2 0.2 0.3
H -24.1221 11.4286 -28.7157 -0.2 -0.2 -0.3
H -26.7218 10.9571 -20.1193 -0.8 -0.4 -0.6
H -30.4500 7.4050 -20.3790 -0.2 0.3 0.0
H -26.2209 10.6289 -31.3290 0.6 0.2 0.2
H -30.5583 13.5628 -22.7989 -0.9 -0.4 -0.8
H -30.0070 7.4531 -22.0827 0.1 0.2 -0.1
H -29.0908 14.6501 -22.1452 1.3 0.3 0.3
H -25.3509 10.0788 -19.8269 0.2 0.1 1.0
H -26.1974 14.0009 -26.6760 0.4 0.2 -0.3
H -26.0275 12.4885 -25.8733 0.0 -0.4 0.0
H -27.1124 8.3921 -26.6740 0.5 0.0 0.3
H -28.1761 9.8839 -17.2109 0.2 0.2 0.4
H -28.0594 5.9269 -21.6858 0.1 0.5 -0.3
H -25.1032 13.8142 -25.2801 0.3 0.2 -0.3
H -29.6745 11.2784 -22.8666 0.2 0.1 -0.1
H -25.8208 9.6294 -22.2320 0.2 0.9 0.3
H -30.1700 6.0761 -25.7017 0.3 0.2 0.5
H -26.4846 7.4788 -17.4029 -0.6 0.1 0.0
H -26.6002 10.7190 -17.4430 -0.3 0.4 -0.1
H -27.4737 6.3609 -26.9995 0.5 -0.4 -0.4
H -28.8518 8.9119 -29.4713 -0.1 -0.1 -0.1
H -25.7900 10.1611 -24.4607 0.7 0.5 -0.3
H -25.2648 8.6302 -17.4941 -0.2 0.7 -0.2
H -27.6971 13.9570 -23.1645 0.1 0.2 0.2
H -27.3733 8.0290 -22.6176 -0.9 -0.5 -0.3
H -27.7775 9.5416 -25.4938 0.0 0.0 0.0
H -27.1019 6.2280 -20.2376 0.3 -0.1 -0.2
H -25.8085 9.1474 -32.2297 0.2 0.3 -0.1
H -28.2450 9.4761 -22.1051 0.3 0.3 0.1
H -26.5718 6.4216 -24.8674 0.7 -0.6 0.1
H -23.3986 12.4968 -26.7597 -0.5 -0.6 0.4
H -30.0855 9.0058 -21.1447 -0.6 -0.1 -0.1
H -27.8936 10.3687 -29.5648 -0.5 0.5 -0.3
H -29.7796 11.5027 -24.6452 -1.1 0.0 0.2
H -26.9608 7.8105 -30.9584 -0.9 -0.1 0.2
H -28.3915 7.0642 -18.0940 0.1 -0.5 0.3
H -26.7759 10.1211 -26.8268 -0.3 0.1 -0.2
```
Forces are in eV/Å.